Below is the ion C43H34Cl2N3O with charge +1, with properties calculated with ωB97M-V/def2-TZVPD.

Last columns: bonded neighbours and bond lengths (Å).
CARTESIAN COORDINATES (ANGSTROEM)
1 H -2.40984 -5.18814 2.67137  C73 1.097
2 C 2.48259 -9.36828 5.85121  H30 1.091, C36 1.393, C82 1.402
3 H -2.63683 -1.21069 6.74431  C41 1.091
4 H -3.59345 -4.83398 3.98320  C73 1.104
5 C -1.60827 -2.98586 9.91574  C25 1.399, C60 1.396, H70 1.091
6 O -1.83051 -3.70390 3.89840  C37 1.423, C73 1.435
7 N -0.29300 -4.70806 6.89102  C50 1.422, N55 1.372, C83 1.350
8 C -2.79782 -3.31111 6.18385  C37 1.582, C41 1.404, C57 1.396
9 C 0.91361 -4.15179 1.22424  H10 1.092, C42 1.398, C68 1.394
10 H 1.10503 -3.26169 0.62182  C9 1.092
11 C 0.95052 -5.96470 5.68183  N55 1.305, C59 1.463, N78 1.411
12 C 0.51238 -5.11202 3.40165  C26 1.395, C42 1.383, N78 1.442
13 C 4.20512 0.62467 2.41726  Cl71 1.709, C75 1.404, C81 1.404
14 H -4.55460 -1.12781 8.16885  C61 1.097
15 C -1.29655 -5.56403 8.88487  H22 1.090, C40 1.396, C50 1.393
16 H 3.82075 -2.27321 4.18302  C63 1.093
17 H 1.57619 -1.82803 5.72182  C76 1.102
18 C -1.17983 -1.84385 5.07896  H34 1.106, C37 1.437, C49 1.590, C74 1.487
19 H 0.68093 -5.48837 -0.45846  C68 1.090
20 H -3.46140 -2.53455 3.48960  C43 1.083
21 C -4.39387 0.70068 3.43024  Cl29 1.714, C56 1.403, C72 1.398
22 H -1.11467 -6.56015 8.48155  C15 1.090
23 H 0.83488 -8.31604 6.78870  C36 1.092
24 H -2.07320 -5.75939 4.34084  C73 1.106
25 C -2.14073 -4.08552 10.59764  C5 1.399, C40 1.399, H52 1.094
26 C 0.28498 -6.35386 2.80934  C12 1.395, C51 1.403, H66 1.091
27 H 0.94786 0.84687 3.40876  C39 1.095
28 H -2.41660 -6.24175 10.59520  C40 1.091
29 Cl -5.69716 1.67361 2.89021  C21 1.714
30 H 2.32020 -10.28553 6.41875  C2 1.091
31 H -3.18452 -5.44738 6.08843  C57 1.091
32 H 2.68923 2.14428 2.15995  C75 1.086
33 H -5.19889 -5.35030 7.48606  C44 1.090
34 H -0.89570 -1.43820 6.06811  C18 1.106
35 H -1.36918 0.93252 4.98934  C67 1.094
36 C 1.65224 -8.27135 6.06643  C2 1.393, H23 1.092, C59 1.415
37 C -1.55454 -3.22487 5.20992  O6 1.423, C8 1.582, C18 1.437, C83 1.559
38 H -5.26381 -1.14296 2.69666  C72 1.085
39 C 1.95983 0.44996 3.28070  H27 1.095, C62 1.412, C75 1.391
40 C -1.99489 -5.37704 10.07964  C15 1.396, C25 1.399, H28 1.091
41 C -3.20850 -2.13611 6.83308  H3 1.091, C8 1.404, C61 1.394
42 C 0.92361 -4.04879 2.61880  C9 1.398, C12 1.383, H45 1.092
43 C -3.39719 -1.47732 3.71397  H20 1.083, C49 1.395, C72 1.397
44 C -4.64081 -4.43283 7.29983  H33 1.090, C57 1.404, C64 1.398
45 H 1.27671 -3.14509 3.11900  C42 1.092
46 H 0.27814 -7.49493 0.97672  C51 1.092
47 H -0.14708 -1.58148 3.15915  C74 1.104
48 H -0.49682 -2.33539 8.15623  C60 1.089
49 C -2.31911 -0.94835 4.42413  C18 1.590, C43 1.395, C67 1.410
50 C -0.89618 -4.44810 8.15272  N7 1.422, C15 1.393, C60 1.396
51 C 0.40572 -6.50572 1.42028  C26 1.403, H46 1.092, C68 1.396
52 H -2.66386 -3.93664 11.54639  C25 1.094
53 H -5.92055 -3.21376 8.55986  C64 1.091
54 C 2.91345 -6.99279 4.41750  C59 1.415, C77 1.394, H79 1.091
55 N 0.51194 -5.81869 6.90255  N7 1.372, C11 1.305
56 C -3.28866 1.27529 4.07527  C21 1.403, H65 1.088, C67 1.407
57 C -3.50210 -4.47971 6.48007  C8 1.396, H31 1.091, C44 1.404
58 H 4.18823 -10.14037 4.76132  C82 1.092
59 C 1.84626 -7.07073 5.34310  C11 1.463, C36 1.415, C54 1.415
60 C -0.95524 -3.16324 8.69498  C5 1.396, H48 1.089, C50 1.396
61 C -4.31628 -2.07916 7.67760  H14 1.097, C41 1.394, C64 1.392
62 C 2.29457 -0.76966 3.90885  C39 1.412, C63 1.408, C76 1.463
63 C 3.58016 -1.31230 3.72205  H16 1.093, C62 1.408, C81 1.393
64 C -5.04970 -3.24019 7.90349  C44 1.398, H53 1.091, C61 1.392
65 H -3.28333 2.35246 4.22972  C56 1.088
66 H 0.03489 -7.21793 3.42708  C26 1.091
67 C -2.24500 0.45470 4.53977  H35 1.094, C49 1.410, C56 1.407
68 C 0.66914 -5.38734 0.62656  C9 1.394, H19 1.090, C51 1.396
69 H 4.54794 -8.03211 3.47901  C77 1.092
70 H -1.72118 -1.98272 10.33035  C5 1.091
71 Cl 5.38882 1.49759 1.54720  C13 1.709
72 C -4.43133 -0.68057 3.21615  C21 1.398, H38 1.085, C43 1.397
73 C -2.52327 -4.95020 3.73663  H1 1.097, H4 1.104, O6 1.435, H24 1.106
74 C 0.03466 -1.63163 4.24704  C18 1.487, H47 1.104, C76 1.357
75 C 2.92263 1.17151 2.58195  C13 1.404, H32 1.086, C39 1.391
76 C 1.28676 -1.43703 4.73325  H17 1.102, C62 1.463, C74 1.357
77 C 3.73459 -8.09937 4.20411  C54 1.394, H69 1.092, C82 1.402
78 N 0.40670 -4.97617 4.83368  C11 1.411, C12 1.442, C83 1.400
79 H 3.07867 -6.06029 3.87498  C54 1.091
80 H 5.51147 -1.05148 2.79102  C81 1.086
81 C 4.52434 -0.63017 2.95888  C13 1.404, C63 1.393, H80 1.086
82 C 3.52828 -9.28565 4.92141  C2 1.402, H58 1.092, C77 1.402
83 C -0.41016 -4.18699 5.65146  N7 1.350, C37 1.559, N78 1.400

Properties
- Energy: -2818.5981 a.u.
- Highest occupied orbital energy: -0.394 hartree
- Total charge: +1
- Maximum force: 3.84 eV/A
- SMILES: CO[C@@](c1ccccc1)(c1n(-c2ccccc2)nc(-c2ccccc2)[n+]1-c1ccccc1)[C@@H](/C=C/c1ccc(Cl)cc1)c1ccc(Cl)cc1